Entry 1:
{"formula": "C3H5Br", "method": "ωB97M-V/def2-TZVPD", "e_lumo_ev": 0.0, "homo_energy_ev": -9.5, "de_lowest_ev": 5.732, "homo_lumo_gap_ev": 9.5, "elements": ["C", "C", "C", "Br", "H", "H", "H", "H", "H"], "coordinates": [[0.643535, 1.527760, -0.252023], [-1.621567, -1.059397, 0.384739], [-0.489077, -1.460583, 0.603230], [-2.666760, 0.306386, -0.019593], [0.372881, 2.106854, 0.922523], [-0.353897, 1.790929, -0.684149], [1.337191, 2.315360, -0.410574], [0.340300, -2.017344, 0.575843], [0.236254, 0.116432, 0.208643]], "atomic_forces_ev_per_a": [[-5.46, -0.97, 5.70], [2.10, 0.00, 0.43], [-3.79, 1.07, -0.47], [-1.33, 0.38, -0.13], [0.42, -1.91, -2.76], [1.15, -0.09, -0.27], [1.81, -0.64, -1.14], [2.65, -1.84, 0.28], [2.44, 4.01, -1.64]]}

Entry 2:
{"formula": "C6H12O", "method": "ωB97M-V/def2-TZVPD", "e_lumo_ev": 1.1, "homo_energy_ev": -10.0, "de_lowest_ev": 1.118, "homo_lumo_gap_ev": 11.1, "elements": ["C", "C", "C", "C", "O", "C", "C", "H", "H", "H", "H", "H", "H", "H", "H", "H", "H", "H", "H"], "coordinates": [[-1.845749, -1.053655, -0.535750], [-0.789354, -0.028942, -0.127140], [-1.375018, 1.121667, 0.690784], [0.288712, -0.701713, 0.686948], [1.243558, -1.506490, 0.010722], [1.706555, -0.319050, 0.647432], [2.322469, 0.690093, -0.287204], [-2.629086, -0.593021, -1.147646], [-1.387415, -1.865221, -1.110555], [-2.319793, -1.491188, 0.351938], [-0.334959, 0.374698, -1.039543], [-1.797670, 0.747641, 1.631943], [-2.173854, 1.632260, 0.143320], [-0.603807, 1.860187, 0.940575], [-0.085496, -1.168847, 1.607463], [2.289296, -0.507877, 1.550251], [1.610736, 1.047938, -1.033958], [3.139205, 0.185819, -0.813857], [2.733003, 1.552729, 0.247400]], "atomic_forces_ev_per_a": [[-0.03, -0.05, 0.01], [0.07, 0.02, -0.04], [-0.04, 0.05, 0.04], [-0.17, 0.14, 0.09], [-0.02, -0.32, -0.11], [0.22, 0.11, 0.09], [-0.07, 0.02, -0.01], [0.11, -0.07, 0.09], [-0.09, 0.11, 0.07], [0.04, 0.06, -0.12], [-0.05, -0.07, 0.12], [0.03, 0.06, -0.13], [0.10, -0.08, 0.07], [-0.13, -0.11, -0.04], [0.10, 0.18, -0.13], [-0.05, -0.04, -0.09], [0.11, -0.04, 0.07], [-0.03, 0.17, 0.04], [-0.09, -0.15, -0.01]]}

Entry 3:
{"formula": "C29H69N7O11S2", "method": "ωB97M-V/def2-TZVPD", "e_lumo_ev": 0.2, "homo_energy_ev": -8.9, "homo_lumo_gap_ev": 9.1, "elements": ["C", "S", "O", "C", "H", "H", "H", "H", "H", "H", "C", "S", "O", "C", "H", "H", "H", "H", "H", "H", "C", "O", "N", "C", "C", "H", "H", "H", "H", "H", "H", "H", "C", "O", "N", "C", "C", "H", "H", "H", "H", "H", "H", "H", "C", "O", "N", "C", "C", "H", "H", "H", "H", "H", "H", "H", "C", "O", "N", "C", "C", "H", "H", "H", "H", "H", "H", "H", "C", "O", "N", "C", "C", "H", "H", "H", "H", "H", "H", "H", "C", "O", "N", "C", "C", "H", "H", "H", "H", "H", "H", "H", "C", "O", "N", "C", "C", "H", "H", "H", "H", "H", "H", "H", "O", "C", "O", "C", "C", "C", "H", "H", "H", "H", "H", "H", "H", "H"], "coordinates": [[-5.399185, -0.341146, -1.838128], [-6.214818, -1.625953, -2.797018], [-7.663531, -1.335292, -2.776456], [-5.611149, -1.072501, -4.412232], [-4.315094, -0.287318, -1.955795], [-5.667297, -0.505900, -0.797600], [-5.765938, 0.654284, -2.113118], [-5.852148, -0.015386, -4.488227], [-6.094099, -1.622535, -5.212132], [-4.541256, -1.281526, -4.427691], [-0.938091, 0.436149, 0.545748], [0.156155, -0.204624, -0.748014], [0.727924, -1.461129, -0.174846], [-1.106756, -0.688293, -1.944220], [-1.464132, -0.430174, 0.945299], [-1.607017, 1.188541, 0.147563], [-0.234600, 0.789631, 1.293073], [-0.523017, -1.273857, -2.662327], [-1.567609, 0.083483, -2.565608], [-1.865842, -1.284868, -1.439725], [-3.086068, 2.172901, -4.399036], [-2.281993, 1.275578, -4.636600], [-3.028164, 3.077961, -3.393063], [-2.040560, 2.967168, -2.348700], [-3.962581, 4.104713, -3.312899], [-3.918619, 2.347143, -5.108733], [-1.186189, 2.351023, -2.587245], [-2.512448, 2.583361, -1.424676], [-1.755206, 3.976888, -2.046783], [-4.458838, 4.170661, -4.274821], [-4.670286, 3.986400, -2.496973], [-3.444102, 5.057392, -3.181592], [1.079655, 5.024585, 0.730115], [1.103137, 3.892255, 1.220917], [1.078112, 5.287112, -0.590675], [1.090175, 6.620459, -1.171653], [1.078868, 4.192103, -1.518363], [0.866131, 5.891233, 1.377102], [2.048901, 6.777084, -1.683953], [0.952690, 7.425440, -0.458232], [0.312329, 6.682792, -1.936035], [0.690286, 3.309561, -1.036981], [0.549612, 4.478831, -2.424402], [2.087039, 3.955960, -1.886392], [3.064861, 3.190330, 4.825287], [2.570095, 3.300787, 5.929184], [3.180073, 2.035004, 4.128774], [3.671158, 2.048338, 2.751970], [2.429127, 0.867592, 4.511179], [3.405561, 4.068652, 4.252320], [4.298220, 2.943330, 2.661696], [2.880468, 2.002425, 2.006897], [4.369234, 1.219243, 2.602114], [1.437169, 0.800675, 4.041089], [2.947065, -0.078475, 4.353266], [2.257657, 0.912542, 5.592423], [0.681833, 0.952668, -4.471622], [0.830834, 1.885199, -3.674284], [1.592010, -0.050284, -4.607177], [1.476561, -1.107173, -5.595282], [2.828472, -0.074973, -3.844393], [-0.181033, 0.796601, -5.128893], [0.451645, -1.207991, -5.939343], [1.813988, -2.050147, -5.155940], [2.162351, -0.936997, -6.436924], [3.617429, -0.181892, -4.595208], [2.965069, 0.752719, -3.160310], [2.877335, -0.968225, -3.206056], [1.328325, -3.557635, 3.454310], [1.236366, -3.313102, 4.662444], [1.661952, -4.761291, 2.925253], [2.073205, -5.917091, 3.653886], [1.511280, -4.925874, 1.461000], [0.995342, -2.838680, 2.684122], [1.344233, -6.716467, 3.473373], [1.949894, -5.721817, 4.719948], [3.092102, -6.211658, 3.423832], [1.075562, -4.023104, 1.042326], [2.558416, -5.094852, 1.210104], [0.851982, -5.748250, 1.187948], [-1.654446, 2.840827, 2.440618], [-2.429672, 1.933863, 2.148282], [-1.569202, 3.442119, 3.655425], [-2.444089, 3.053034, 4.750335], [-0.539039, 4.449506, 3.913789], [-0.930021, 3.273385, 1.738734], [-1.905743, 3.075981, 5.690243], [-2.962943, 2.125621, 4.531679], [-3.285324, 3.771751, 4.835532], [-0.958746, 5.451672, 3.723755], [-0.421387, 4.534166, 5.001201], [0.410760, 4.209729, 3.467934], [5.986748, -1.201953, 1.304303], [6.111001, -1.268698, 2.472440], [4.934004, -1.657903, 0.597063], [4.713146, -1.257825, -0.797119], [3.902448, -2.496918, 1.215972], [6.804682, -0.862768, 0.633074], [4.000546, -0.410459, -0.687174], [4.147388, -1.967154, -1.395992], [5.580356, -0.894651, -1.334619], [4.264530, -3.020190, 2.092095], [3.008257, -1.872971, 1.393832], [3.539486, -3.242231, 0.500622], [-2.431114, -6.559384, -1.080821], [-1.944719, -5.570189, -0.747341], [-1.751968, -5.264480, 0.523223], [-2.215437, -6.085544, 1.580622], [-1.842788, -5.427618, 2.928741], [-1.565658, -4.488949, -1.729346], [-1.793770, -7.093058, 1.496678], [-3.289577, -6.289571, 1.551258], [-0.982670, -5.967327, 3.324305], [-2.671661, -5.645935, 3.599458], [-1.632619, -4.370005, 2.840348], [-0.835520, -4.962291, -2.384502], [-1.226662, -3.599022, -1.216372], [-2.468804, -4.304872, -2.306459]], "atomic_forces_ev_per_a": [[0.01, 0.81, 0.14], [0.34, -0.18, -0.48], [-0.30, 0.15, 0.16], [0.17, -0.08, 0.47], [0.00, -0.51, -0.03], [0.11, -0.11, 0.07], [-0.29, -0.23, -0.16], [0.16, 0.11, -0.15], [-0.19, -0.18, 0.11], [0.08, 0.28, -0.14], [0.88, -0.84, -0.70], [-0.36, 0.79, 0.06], [0.01, -0.38, -0.13], [0.32, -0.44, -0.41], [-0.20, 0.10, -0.01], [0.08, 0.11, 0.16], [-0.25, 0.34, 0.11], [-0.25, -0.33, 0.15], [0.17, 0.41, 0.48], [0.05, -0.16, -0.07], [0.62, -0.08, -0.68], [-0.60, 0.32, 0.71], [1.34, -2.29, -0.70], [-0.65, 0.31, 1.39], [-0.78, 1.57, -0.19], [0.00, 0.12, 0.31], [0.13, 0.08, -0.47], [0.03, -0.18, -0.29], [0.38, -0.01, -0.31], [-0.48, 0.07, 0.05], [-0.24, -0.04, 0.10], [-0.06, 0.10, 0.12], [-0.98, -0.65, 0.30], [0.45, 0.76, -0.54], [-0.08, 0.48, 0.56], [0.41, -0.27, -0.39], [0.94, -0.14, -0.80], [0.46, 0.21, -0.17], [-0.13, 0.08, 0.09], [-0.06, -0.16, 0.33], [-0.06, 0.06, 0.11], [-0.25, -0.24, -0.07], [-0.40, -0.16, 0.14], [-0.01, -0.02, 0.28], [-0.49, -0.12, -0.06], [0.01, 0.05, 0.02], [-0.09, -0.27, -1.04], [0.91, 0.24, 0.71], [-0.46, -0.45, 1.32], [0.35, -0.04, 0.06], [-0.39, 0.00, -0.39], [-0.14, 0.20, -0.02], [-0.23, -0.14, 0.08], [0.22, 0.19, -0.17], [0.28, 0.21, -0.36], [-0.05, 0.10, -0.22], [1.02, -0.02, 0.71], [-0.48, -0.75, -0.86], [-0.25, 0.32, 0.47], [0.41, 0.04, 0.09], [0.11, -0.82, -0.18], [-0.12, 0.36, 0.11], [-0.03, 0.04, -0.09], [-0.30, 0.00, 0.11], [-0.27, 0.14, -0.03], [0.36, 0.33, 0.39], [-0.18, 0.45, -0.42], [-0.20, -0.04, -0.21], [-1.00, -0.42, 1.90], [0.55, -0.15, -1.46], [-0.91, 0.94, -1.33], [-0.98, -0.05, 1.01], [0.85, 0.13, 1.41], [0.29, 0.01, 0.09], [0.41, -0.23, -0.32], [0.40, 0.24, -0.01], [0.10, -0.18, -0.08], [0.33, 0.15, -0.19], [-0.29, -0.19, -1.29], [0.16, -0.24, 0.20], [-0.36, 0.02, 0.66], [0.01, 0.72, 0.39], [0.33, -0.63, -0.26], [-1.04, 0.92, -0.45], [-1.42, 0.61, 1.34], [0.02, -0.19, -0.11], [0.10, -0.37, 0.07], [0.52, -0.36, 0.05], [0.44, 0.00, 0.06], [0.52, -0.13, -0.73], [0.33, -0.54, -0.14], [0.11, 0.16, -0.41], [0.27, -0.30, -3.12], [0.31, -0.11, 3.30], [-0.07, -1.33, -0.95], [-1.54, 1.35, 1.08], [-0.70, 0.83, -0.78], [-0.17, 0.42, 0.04], [0.34, -0.10, -0.65], [0.38, -0.57, 0.23], [0.39, -0.18, 0.23], [0.10, 0.34, 0.25], [0.27, -0.30, 0.48], [0.40, 0.11, -0.12], [-2.17, -4.87, -1.63], [1.01, 3.41, 0.67], [0.64, 1.58, 1.01], [-0.15, -0.71, 0.62], [-0.13, -1.40, -0.63], [-0.05, -0.48, 0.54], [0.29, 0.18, -0.06], [-0.06, 0.56, -0.50], [0.19, 0.41, 0.15], [0.06, 0.42, 0.24], [-0.12, 0.14, 0.03], [0.18, 0.44, -0.09], [0.33, 0.15, -0.21], [0.03, 0.17, -0.10]]}